14
Properties=species:S:1:pos:R:3:forces:R:3 method="wB97M-V/def2-TZVPD" e_lumo_ev=-3.272 total_energy_ev=-7789.15723 relative_energy_kcal_mol=12.0 e_homo_ev=-15.757 total_charge=+1 gap_ev=12.49
N -0.49924 -0.21078 0.30296 0.45 -0.69 0.21
H -0.00361 -0.51326 1.15307 -0.43 0.47 0.02
H -1.15246 -0.94953 0.05123 -0.30 0.11 0.11
H 0.20403 -0.20808 -0.45628 0.00 0.31 -0.01
H -0.98197 0.67817 0.44587 0.23 -0.18 -0.04
H 0.66062 1.95798 -2.20096 0.37 0.05 0.11
H -0.78707 1.89166 -2.51423 -0.51 -0.03 -0.22
O -0.09977 1.38258 -2.08427 0.18 0.05 0.09
H 1.23225 -0.45736 -2.24820 -0.11 0.21 -0.28
H 2.08338 -1.59014 -1.72982 0.44 -0.57 0.06
O 1.51239 -0.88784 -1.43665 -0.35 0.42 0.01
H -0.84648 -1.21494 3.36209 0.01 -0.60 0.26
H -1.26542 0.06412 4.00318 -0.66 0.77 1.35
O -0.86779 -0.27257 3.22799 0.68 -0.30 -1.68